1.
Computed, not measured: a structure of composition C49H50Cl3N11OSV, with ωB97M-V/def2-TZVPD.

The energy is -5297.48110 Eh. Its expectation value of S² is 3.78. As for the LUMO energy (spin up / spin down): 0.259 / 0.252 eV. The largest force on an atom is 0.62 eV/Å. As for the relative energy (zero: lowest compared OMol25 entry of this formula, charge and spin): 36.76 kcal per mole.

ORCA input file:
```
! RIJCOSX wB97M-V def2-TZVPD def2/J DEFGRID3
* xyz 0 4
H -4.91349 -0.73518 1.90192
H 1.23456 3.41094 -8.18680
C 0.72785 3.75807 -6.13069
H 0.90853 -3.70782 3.00591
V -0.25284 -0.65590 0.03123
C -5.42252 -4.21817 0.09320
C -1.29632 1.58742 -1.69849
H 2.75500 -0.53432 -6.30842
C -0.18793 -1.42986 -7.68332
C -0.48124 1.53209 3.46092
C -0.73010 -1.05357 -8.86931
C -0.47986 2.36541 0.64068
N -4.90464 -4.07335 4.56438
C 2.52202 0.78811 -0.97646
H -0.31966 1.97288 -2.02410
N 0.98507 -1.24596 1.55113
C -4.95717 -3.77141 2.36542
C 0.80822 -0.53536 2.64488
H 1.91453 -4.52112 1.83710
C 1.36467 -0.90988 3.89244
C 3.28703 0.87659 -2.10024
C -3.50004 -3.27331 -3.29754
H -5.37026 -2.61566 -4.04123
H -4.24095 -2.54467 0.69582
C -0.12275 -4.37647 1.25552
H -0.57092 -1.49366 -9.84008
H -0.34766 0.03700 -4.56194
H -1.46706 -3.43902 3.77506
C 1.20259 1.97826 -4.62105
N -4.51819 -3.27037 3.55577
H 2.03316 -1.75872 3.84013
C -2.09242 -0.70436 -2.02950
C 1.72552 1.74559 -6.92785
C 0.08846 0.76820 2.41258
S -1.77058 0.29540 -8.69556
H -1.03503 2.13684 5.36736
C 2.23642 -0.21737 -5.40216
N -5.60175 -5.04462 4.10632
C 1.72268 1.18686 -5.64846
N -0.57823 -2.32305 -1.19254
C -6.28150 -5.73257 1.78352
H -0.76701 3.05304 1.43684
C -3.66783 -2.11511 3.84911
C 3.29630 -0.35191 -4.30583
C -1.45898 0.35769 -7.01086
H -1.10795 2.34659 3.12440
C -5.66493 -4.91452 2.73802
C -2.73483 -1.02520 1.81177
C 0.71430 3.25311 -4.84377
C -4.81559 -3.40276 1.01707
H -6.83010 -6.61367 2.08741
C -1.66308 -2.14543 -1.91708
H -2.01095 1.88933 -2.46730
H -0.15628 -5.37127 1.71593
C -0.14225 -0.83655 -5.17937
H 1.15027 1.58482 -3.61744
C 1.23013 3.01491 -7.18208
H -2.22173 -4.58693 1.54150
H 0.30571 3.83969 -4.03262
C -0.03857 -4.67450 -0.25162
C -3.98887 -0.17175 1.76633
H -1.79872 -3.11552 0.71944
H 2.68698 -2.33380 2.11250
H 4.10604 0.35096 -4.50160
C -0.60550 -0.61334 -6.58883
C 1.12896 -0.46214 5.17682
H 1.26162 -1.54608 -2.76175
C -6.15362 -5.36898 0.46612
H -3.57772 0.75264 -2.33532
H -4.02052 0.30992 0.79292
N -1.81072 -0.91412 0.98046
H 3.70739 -1.36005 -4.35877
N 2.82268 -0.09851 -2.95650
H -5.25606 -0.37545 -3.34857
H -1.94812 3.29435 -0.58924
H -1.78618 -4.15231 -2.53934
C -4.47386 -2.30902 -3.51823
H -2.48979 1.76476 0.09514
H 2.55633 1.37365 -0.07295
H -0.97409 -5.17704 -0.52154
H 1.25805 -3.21864 -1.14089
H 0.50429 -2.25167 -7.57005
H 4.08627 1.54054 -2.37976
C 0.21980 -3.53945 -1.25383
H 1.66815 -1.01073 5.94346
H -0.67184 -1.67637 -4.72366
C 1.12288 -3.76809 1.93482
C -0.42815 1.40877 4.83666
C -2.30389 -3.20450 -2.61186
C -1.50177 -3.75104 1.54810
Cl 2.34335 0.87267 -8.30055
C 1.78276 -2.45119 1.50417
N -1.16965 0.14591 -1.61341
H -5.32829 -3.96919 -0.95684
C -1.63782 2.26889 -0.36437
H 0.16381 -3.97119 -2.26066
H 0.36055 2.84846 0.12080
H -3.95088 0.60227 2.53788
N 1.60602 -0.21902 -1.13377
H -3.72481 -4.25901 -3.69462
N -2.64217 -1.97059 2.86623
H 2.14973 -2.54129 0.48010
H -3.25385 -2.31051 4.83928
H 0.75652 -5.40743 -0.42898
Cl -2.19969 1.57811 -6.05343
C 1.82587 -0.74529 -2.31723
H -4.27285 -1.21490 3.90094
C -3.36643 -0.29685 -2.48987
H -6.61252 -5.97128 -0.30685
H 0.20946 0.66758 6.71280
C 0.29171 0.54075 5.64128
C -4.38883 -0.98679 -3.11675
Cl 0.08704 5.33776 -6.44099
O 1.23063 -1.21154 -5.16022
C -1.68112 -2.98792 2.81236
N -0.00782 1.08725 1.13488
*
```

Mulliken population analysis, charges in e, atoms 1 to 6: atom 1 (H): 0.634, atom 2 (H): 0.470, atom 3 (C): 0.319, atom 4 (H): 0.353, atom 5 (V): -0.508, atom 6 (C): -0.577

***

2.
Computed, not measured: a structure of composition C19H27S2Zr, with ωB97M-V/def2-TZVPD.

The energy is -1583.54844 Eh. As for the LUMO energy: 2.380 eV. The largest force on an atom is 3.38 eV/Å.

ORCA input file:
```
! RIJCOSX wB97M-V def2-TZVPD def2/J DEFGRID3
* xyz -1 1
H 7.29598 -0.51386 -2.42903
H -2.73853 -0.11437 3.92199
C 4.54197 -0.80131 -4.49296
H 6.26224 0.84618 -2.98016
H 2.77310 0.66140 -0.06252
C -1.63275 -1.29774 1.67227
H 4.38617 0.24136 -4.79418
H 4.33518 -1.45668 -5.35066
C -0.87342 -1.77700 2.80287
C 0.15344 2.34617 0.87630
H 1.16222 -0.18094 4.28207
C 0.10421 -2.61051 0.85441
C 6.29148 -0.23368 -2.77983
H 3.55915 1.02374 -2.29281
H 6.65734 -0.70368 -4.83723
H 2.37538 0.75692 3.39313
H 1.58217 0.08134 -1.20511
H 2.67705 -1.09686 -0.36854
S 5.24820 -0.58574 -1.34858
H -1.08109 1.32040 3.85561
C 1.75641 -0.15492 3.36204
H -1.10558 -1.57579 3.85040
H 0.73213 -3.19985 0.18313
C 0.20432 2.35777 2.31007
C -3.37419 -0.10715 3.02680
C -0.83897 1.51613 2.81492
H -4.01380 0.78654 3.06940
H -2.95921 -0.09536 -0.44233
H -1.36111 1.44692 -0.54039
C 0.15934 -2.63335 2.29152
H 0.94214 2.88368 2.91544
H 2.41598 -1.03257 3.36405
Zr 0.44304 -0.14926 1.66441
H 0.78702 2.92928 0.20425
H -4.15772 -0.98284 0.53126
C -3.50866 -0.09633 0.50244
H -4.02744 -0.99101 3.06411
C -0.97622 1.54950 0.48082
H -1.38957 -1.67671 -0.54924
C 3.61078 -0.01986 -1.94458
C -1.60661 1.05825 1.68126
H 0.89572 -3.16809 2.89849
C 2.61278 -0.11106 -0.84667
C -2.57316 -0.10904 1.71706
C -1.01006 -1.79459 0.46774
H 6.13373 -2.08033 -3.85316
H -4.14494 0.79866 0.54042
C 5.96830 -1.02010 -4.03792
S 3.27347 -1.24437 -3.27446
*
```

natural (NBO) population analysis, charges in e, atoms 1 to 6: atom 1 (H): 0.226, atom 2 (H): 0.211, atom 3 (C): -0.533, atom 4 (H): 0.205, atom 5 (H): 0.235, atom 6 (C): -0.201

***

3.
Computed, not measured: a structure of composition C4H4GdO2, with ωB97M-V/def2-TZVPD.

The energy is -1070.01291 Eh. Its expectation value of S² is 20.42. As for the LUMO energy (spin up / spin down): -11.019 / -12.115 eV. The largest force on an atom is 3.36 eV/Å. As for the relative energy (zero: lowest compared OMol25 entry of this formula, charge and spin): 25.23 kcal per mole.

ORCA input file:
```
! RIJCOSX wB97M-V def2-TZVPD def2/J DEFGRID3
* xyz 2 9
O -3.52982 0.04425 0.06434
H -0.44056 -0.28605 0.58978
H 3.29578 1.13817 0.33040
O 2.22184 -1.11957 0.66649
H -0.82965 1.55994 0.17008
Gd -6.10148 -0.26864 -0.34549
C 2.87296 -0.82495 -0.36337
C -1.10041 0.49291 0.19704
C -2.37293 0.25952 0.06232
C 2.63787 0.53048 -0.30684
H 3.34638 -1.52606 -1.06474
*
```

Mulliken population analysis, charges in e, atoms 1 to 6: atom 1 (O): -0.107, atom 2 (H): 0.288, atom 3 (H): 0.335, atom 4 (O): -0.158, atom 5 (H): 0.246, atom 6 (Gd): 0.298